ORCA calculation (wB97M-V/def2-TZVPD) on 5 unconnected molecules or ions with the total composition C25H51F5IO5PSSi in a non-equilibrium geometry.

## Properties
- HOMO (eV) = -8.5
- orbital gap (eV) = 8.9
- charge = 0
- largest force on an atom (eV Å⁻¹) = 3.06
- lowest unoccupied orbital energy (eV) = 0.4
- electronic energy (hartree) = -3185.3231
- SMILES = CCSC[PH](CCCI)(CCO[Si](C)(C)C)C(F)(F)C(F)(F)F.CC(C)=O.CC(C)=O.CC(C)=O.CC(C)=O

```
90
C25H51F5IO5PSSi wB97M-V/def2-TZVPD
H 3.711 5.342 1.566
C -0.620 -3.342 -8.483
H 1.519 -2.812 -6.680
H -7.409 -2.384 -1.549
I -3.106 -8.321 -4.332
C -1.305 -2.587 2.048
H 4.967 4.753 -2.345
H -0.708 -3.566 2.002
C -1.171 -0.064 4.689
H 1.381 -4.354 -5.813
C 2.174 4.164 2.475
C -3.326 -4.760 0.587
H -0.197 7.436 5.224
C 1.299 8.654 4.317
C 0.194 -4.231 -7.581
C -0.710 -1.908 -2.310
C 2.399 9.659 4.537
C -3.105 -6.209 -3.832
C 0.565 8.153 5.532
H -3.187 -2.190 1.003
C 0.586 -2.748 4.725
H -1.458 -2.915 -7.928
H 1.289 2.391 1.687
H 2.839 9.930 3.575
H -4.046 -6.250 -1.841
H -3.762 -3.736 -2.308
H 0.969 3.853 0.734
O -0.339 -1.525 2.143
C 0.826 -3.597 -6.370
H 3.080 5.991 3.091
H 4.216 4.290 -0.806
H 1.475 -3.208 4.169
H -4.596 -2.100 -0.617
C 1.717 -0.102 3.652
C 5.894 5.592 -0.608
F 0.169 -4.180 -2.102
C -2.122 -2.414 0.647
H -4.102 -5.770 -4.182
S -5.079 -4.491 0.118
H 2.098 6.123 1.620
H 0.943 -2.412 5.760
F -1.971 -1.347 -2.298
H 0.008 -2.545 -8.887
C -3.042 -5.923 -2.241
F 0.580 -2.729 -0.447
H -2.162 -4.100 -3.028
O 5.416 6.145 0.362
H 0.052 -3.183 -5.722
H -3.238 -4.544 1.711
H 7.642 6.811 -0.556
H 7.926 5.152 -1.115
C -6.372 -2.804 -1.734
C -5.487 -2.772 -0.373
H 2.381 -0.460 2.801
H 1.992 10.560 5.002
P -1.969 -3.922 -0.468
H 2.260 -0.176 4.645
H -2.259 -5.723 -4.400
C 1.726 3.318 1.312
H -2.211 -0.520 4.753
F 0.187 -0.867 -1.987
O 0.336 -5.413 -7.821
H 5.766 3.561 -1.272
O 2.030 3.785 3.622
H -6.480 -3.883 -2.094
C 7.236 5.997 -1.158
C 2.807 5.492 2.161
C -2.802 -4.322 -2.100
H -3.136 -5.892 0.514
C 5.167 4.474 -1.309
H -0.268 -3.502 4.803
H 0.077 8.987 6.042
H -5.871 -2.220 -2.580
H 3.177 9.227 5.169
H -1.279 0.916 4.103
H -1.065 -4.953 0.018
O 1.016 8.263 3.203
Si 0.101 -1.162 3.775
H -2.187 -6.528 -1.816
H -2.015 -2.652 2.940
H 2.581 3.072 0.680
H -1.738 -1.433 0.227
H -0.752 0.238 5.705
F -0.349 -2.278 -3.625
H 1.262 7.654 6.208
H 1.413 0.990 3.496
C -0.457 -3.139 -1.335
H 7.127 6.343 -2.187
H -6.101 -2.216 0.396
H -1.014 -3.931 -9.313
```

---

ORCA calculation (wB97M-V/def2-TZVPD) on a molecular structure, C3H10NP in a non-equilibrium geometry.

## Properties
- HOMO (eV) = -7.4
- orbital gap (eV) = 8.6
- charge = 0
- largest force on an atom (eV Å⁻¹) = 3.57
- lowest unoccupied orbital energy (eV) = 1.2
- electronic energy (hartree) = -516.3125
- energy above the lowest of the compared OMol25 structures with the same formula, charge and spin (kcal/mol) = 61.1

```
15
C3H10NP wB97M-V/def2-TZVPD
H -1.064 -2.285 0.207
H -0.801 1.438 -1.063
C 1.359 0.016 -0.034
H 0.857 -0.885 -0.511
H 3.229 0.677 0.548
N 2.777 -0.164 0.220
H -0.839 2.373 0.425
H 3.046 -0.977 0.732
C -1.132 1.441 -0.066
H -2.137 1.445 -0.309
C -1.514 -1.323 -0.008
H 1.187 0.835 -0.679
H -2.536 -1.571 0.467
P -0.740 -0.032 1.055
H -1.691 -0.991 -0.985
```

---

ORCA calculation (wB97M-V/def2-TZVPD) on a molecular structure, C30H25BrIrN5O8S4 in a non-equilibrium geometry.

## Properties
- HOMO (alpha / beta) (eV) = -5.1 / -5.1
- <S²> = 0.7682
- orbital gap (alpha / beta) (eV) = 5.9 / 6.0
- 2S+1 = 2
- charge = -1
- largest force on an atom (eV Å⁻¹) = 3.15
- lowest unoccupied orbital energy (alpha / beta) (eV) = 0.8 / 0.9
- electronic energy (hartree) = -6305.1216
- energy above the lowest of the compared OMol25 structures with the same formula, charge and spin (kcal/mol) = 83.2

```
74
C30H25BrIrN5O8S4 wB97M-V/def2-TZVPD
C 5.722 0.109 -5.120
C -2.928 -3.968 2.220
C -0.767 -0.496 -4.776
N -1.547 -3.607 1.971
H 0.947 -3.372 -0.120
H -0.583 0.470 -4.301
H 3.251 2.881 5.658
C 0.393 3.168 3.882
H -0.853 4.448 -3.618
C 3.841 1.109 -3.423
H -3.346 -3.291 2.959
S -0.354 2.405 1.402
S -2.178 -2.646 -1.858
O -3.619 4.179 -3.965
C -2.078 0.534 4.294
C 4.646 -0.683 -4.751
C -1.105 -5.467 0.404
N 0.033 3.019 -2.318
H 3.913 1.648 3.614
H -1.736 0.240 2.185
H -4.217 1.768 -2.159
N -0.412 1.992 -1.606
C -0.977 3.600 -2.968
Ir 0.561 0.607 -0.179
H 1.076 3.125 -2.403
O 0.590 -0.966 1.368
H 2.839 -0.781 -3.566
C 2.550 2.764 4.841
C -1.771 -0.209 3.167
O -3.662 0.697 -1.163
H -2.284 1.591 4.194
C 0.171 -3.241 0.612
C -3.486 3.258 -3.188
H -2.000 -5.387 -0.217
H -1.902 -1.903 6.640
C 3.690 -0.193 -3.883
H -0.604 3.593 3.923
C 0.768 2.487 2.718
H -1.331 -0.356 -5.695
H -1.324 -3.235 4.635
C -1.552 -2.180 4.548
C 2.766 1.693 -2.523
C -0.786 -4.135 0.975
O 2.290 0.881 -1.689
H 6.482 -0.255 -5.801
H 0.973 3.842 5.829
C -2.133 -0.072 5.541
S 0.423 -1.224 -2.222
C 2.041 1.938 2.626
Br 4.486 -2.437 -5.470
O 2.446 2.881 -2.719
C 1.272 3.309 4.935
C -2.144 2.926 -2.640
O -4.495 2.508 -2.803
H -3.523 -3.895 1.306
H -1.290 -6.209 1.182
C -1.146 -1.691 -2.738
C -1.872 -1.429 5.667
H -2.387 0.514 6.415
C 2.924 2.083 3.702
C -2.441 0.836 -0.996
N -1.140 -2.303 2.155
C 4.953 1.831 -3.833
H -2.978 -4.989 2.597
O -1.717 0.154 -0.220
H 0.190 -0.974 -4.984
C -1.504 -1.563 3.301
N 5.877 1.341 -4.654
O -1.581 -1.326 -3.948
H 5.104 2.848 -3.492
C -0.055 -2.045 1.339
H -0.288 -5.802 -0.229
S 2.600 1.144 1.192
C -1.723 1.908 -1.761
```

---

ORCA calculation (wB97M-V/def2-TZVPD) on a molecular structure, C5H10N2 in a non-equilibrium geometry.

## Properties
- HOMO (eV) = -7.5
- orbital gap (eV) = 8.2
- charge = 0
- largest force on an atom (eV Å⁻¹) = 1.07
- lowest unoccupied orbital energy (eV) = 0.7
- electronic energy (hartree) = -305.8890
- energy above the lowest of the compared OMol25 structures with the same formula, charge and spin (kcal/mol) = 84.6

```
17
C5H10N2 wB97M-V/def2-TZVPD
N -2.858 -0.264 0.733
C -0.735 0.413 -0.293
H -0.635 -1.151 0.691
C 1.088 -1.376 -0.633
N -0.918 1.666 -0.783
H 2.161 1.167 0.043
H -0.234 2.101 -1.379
C -1.718 -0.450 0.203
C 0.489 -0.212 0.141
C 1.532 0.671 0.792
H -1.844 2.060 -0.718
H 0.322 -1.970 -1.129
H 1.077 1.440 1.418
H -3.368 -1.137 0.862
H 2.202 0.072 1.413
H 1.781 -1.000 -1.395
H 1.658 -2.029 0.033
```

---

ORCA calculation (wB97M-V/def2-TZVPD) on a molecular structure, C22H16CoF5N5O13PS in a non-equilibrium geometry.

## Properties
- HOMO (eV) = -8.7
- orbital gap (eV) = 7.3
- charge = 0
- largest force on an atom (eV Å⁻¹) = 1.45
- lowest unoccupied orbital energy (eV) = -1.4
- electronic energy (hartree) = -4721.3637
- energy above the lowest of the compared OMol25 structures with the same formula, charge and spin (kcal/mol) = 0.0

```
64
C22H16CoF5N5O13PS wB97M-V/def2-TZVPD
H -2.429 -1.740 -2.241
F 3.055 -4.438 1.590
O -2.641 -0.060 -0.105
O -0.638 -0.660 -1.907
N 0.486 4.005 0.428
C 0.509 1.444 -2.302
H -2.539 0.406 -3.190
C 3.265 -0.716 0.688
O 2.952 3.434 -4.926
H -3.277 2.881 1.166
C 0.279 1.997 -1.014
H 2.008 4.931 -1.484
O 1.056 -0.939 0.000
C 1.598 3.958 -1.710
F 1.557 -5.666 -2.693
C 1.280 2.118 -3.230
O 3.041 5.166 -3.643
C 0.093 0.055 2.543
P -3.743 0.505 -0.988
H -4.156 2.968 -0.971
O -0.322 0.007 -3.972
F -0.665 -4.216 -2.344
C 0.974 -3.657 0.812
C 1.464 -0.031 2.178
Co -0.741 -0.489 -0.049
O 4.333 1.018 4.918
H -2.557 2.544 -1.628
H -4.094 -1.934 -2.310
C 3.749 0.181 2.861
C 2.334 -5.069 -0.557
C 1.845 3.346 -2.920
H -0.120 0.389 3.566
H 2.117 0.725 4.099
F 3.441 -5.778 -0.740
C -0.167 0.182 -2.770
C -3.303 2.303 -0.870
N 2.677 4.035 -3.907
O -0.892 -0.221 1.841
C -3.448 0.019 -2.740
H 3.572 -1.129 -0.264
H -1.772 3.068 0.415
C 1.371 -5.011 -1.548
O 5.913 0.407 3.584
C 0.227 -4.262 -1.346
O -5.145 0.193 -0.662
O 1.325 4.729 0.903
N 4.740 0.564 3.864
N -2.641 2.494 0.474
H -3.199 -1.819 -3.715
S -1.472 -2.630 0.071
H 5.240 -0.462 1.457
C -0.007 -3.567 -0.166
C 2.423 0.333 3.137
H -4.306 0.308 -3.343
O -0.642 3.870 0.916
O -0.349 1.398 -0.061
C 0.790 3.303 -0.804
N -3.305 -1.472 -2.762
C 2.134 -4.384 0.630
C 1.871 -0.557 0.917
H 1.424 1.679 -4.207
C 4.179 -0.351 1.632
F 0.813 -3.031 1.982
H -2.324 1.560 0.787
```

---

ORCA calculation (wB97M-V/def2-TZVPD) on a molecular structure, C17H32KN4OTa in a non-equilibrium geometry.

## Properties
- HOMO (eV) = -13.4
- orbital gap (eV) = 5.7
- charge = +2
- largest force on an atom (eV Å⁻¹) = 4.57
- lowest unoccupied orbital energy (eV) = -7.6
- electronic energy (hartree) = -1617.6705
- energy above the lowest of the compared OMol25 structures with the same formula, charge and spin (kcal/mol) = 16.6

```
56
C17H32KN4OTa wB97M-V/def2-TZVPD
C 2.264 2.331 1.501
H 0.889 1.221 -1.643
H -1.948 1.314 -2.077
H 0.685 -1.515 1.037
C -0.278 -1.603 1.637
C -0.664 3.270 -0.317
H 3.069 2.969 1.903
H 2.140 -2.645 -0.427
H -1.856 1.094 -3.839
H 0.570 -1.741 -3.867
H -2.672 -0.141 -2.839
H 1.614 0.276 -3.004
C 0.690 0.778 -2.677
H -1.209 -1.744 -4.122
C 2.898 1.227 0.772
H -0.082 0.017 3.794
C 3.040 -0.690 -0.420
H 1.868 -1.693 -1.929
N -0.693 2.024 -0.149
H 3.457 -2.378 -1.577
H 0.025 -1.584 2.696
H -0.372 -2.981 -2.182
H -2.386 1.956 1.398
C -1.897 0.179 2.588
N -0.570 -0.979 -1.458
N 2.156 0.217 0.165
H -3.179 1.853 2.978
C -1.050 -2.393 -1.545
H -0.747 -2.585 1.420
H 1.679 1.983 2.370
C 4.333 -0.238 -0.182
H -1.026 -2.896 -0.560
H -2.077 -2.443 -1.973
C 2.579 -1.899 -1.112
H 5.225 -0.750 -0.522
C -0.809 0.777 3.472
C -0.495 -0.182 -2.753
N -1.226 -0.454 1.346
K -2.991 -1.131 0.159
Ta 0.069 0.197 -0.018
H -0.204 -0.489 -4.857
H 0.495 1.642 -3.333
H 1.636 2.976 0.866
C 4.244 0.956 0.559
H -1.268 1.201 4.382
C -2.671 -0.922 3.330
H -3.796 0.860 1.665
H 5.052 1.581 0.920
H -2.018 -1.761 3.613
C -0.326 -1.111 -3.958
C -2.861 1.263 2.105
H -3.538 -1.312 2.762
O -0.602 4.436 -0.440
H -3.074 -0.492 4.259
H -0.272 1.589 2.959
C -1.823 0.566 -2.874
```

---

ORCA calculation (wB97M-V/def2-TZVPD) on 3 unconnected molecules or ions with the total composition C3H13NO3 in a non-equilibrium geometry.

## Properties
- HOMO (alpha / beta) (eV) = 0.9 / -6.2
- <S²> = 0.7503
- orbital gap (alpha / beta) (eV) = 2.6 / 9.6
- 2S+1 = 2
- charge = -1
- largest force on an atom (eV Å⁻¹) = 1.05
- lowest unoccupied orbital energy (alpha / beta) (eV) = 3.5 / 3.3
- electronic energy (hartree) = -402.5093
- energy above the lowest of the compared OMol25 structures with the same formula, charge and spin (kcal/mol) = 8.2

```
20
C3H13NO3 wB97M-V/def2-TZVPD
H 1.804 0.579 1.596
N 0.423 1.243 0.142
O -0.004 -3.324 1.973
H -0.364 -4.109 1.511
H 2.442 1.643 0.317
H 0.957 0.070 -3.123
O -1.506 -0.584 -0.933
O 1.820 0.475 -2.944
H 1.810 0.582 -1.980
H -0.632 0.203 1.636
H -2.126 1.328 -0.766
H -1.181 -1.315 -0.379
C -0.809 0.941 0.854
H 0.911 -3.616 2.155
H -2.797 0.209 0.451
C 1.587 1.437 0.964
H 1.561 2.305 1.656
C -1.897 0.486 -0.092
H 0.245 2.090 -0.389
H -1.092 1.797 1.487
```

---

ORCA calculation (wB97M-V/def2-TZVPD) on C4H5NO2 in the gas phase.

## Properties
- HOMO (eV) = -9.2
- orbital gap (eV) = 9.8
- charge = 0
- largest force on an atom (eV Å⁻¹) = 0.58
- lowest unoccupied orbital energy (eV) = 0.6
- electronic energy (hartree) = -360.5663
- energy above the lowest of the compared OMol25 structures with the same formula, charge and spin (kcal/mol) = 64.7
- SMILES = NC#C[C@H](O)C=O

```
12
C4H5NO2 wB97M-V/def2-TZVPD
H -3.081 -0.754 0.814
O 0.996 2.589 -0.687
H 1.790 -1.109 0.945
N -2.612 -0.935 -0.062
C 1.218 0.199 -0.374
H -2.899 -1.794 -0.510
C 1.182 1.667 0.063
C -1.303 -0.630 -0.122
C -0.130 -0.343 -0.199
H 1.343 1.804 1.153
H 1.490 0.179 -1.436
O 2.223 -0.467 0.371
```

---

ORCA calculation (wB97M-V/def2-TZVPD) on 3 unconnected molecules or ions with the total composition C3H12NO4 in a non-equilibrium geometry.

## Properties
- HOMO (eV) = -4.5
- orbital gap (eV) = 8.5
- charge = -1
- largest force on an atom (eV Å⁻¹) = 2.11
- lowest unoccupied orbital energy (eV) = 4.0
- electronic energy (hartree) = -477.2274
- energy above the lowest of the compared OMol25 structures with the same formula, charge and spin (kcal/mol) = 20.2

```
20
C3H12NO4 wB97M-V/def2-TZVPD
O 1.345 1.800 1.428
H -2.826 0.861 0.762
H 1.248 -1.978 -0.222
H 2.576 0.134 1.265
C 1.547 0.390 1.509
C 0.581 -0.310 0.537
H 1.709 0.616 -1.213
H -0.700 -0.487 -2.143
H -2.094 0.614 -0.647
H 0.445 1.939 1.125
H -2.362 -1.079 -1.637
N 0.806 -1.744 0.628
O 0.255 -0.763 -1.780
H 0.018 1.006 -1.050
H 1.301 0.012 2.501
H -0.097 -2.202 0.460
H -0.354 0.015 1.010
C 0.726 0.220 -0.901
O -2.071 1.158 0.239
O -2.052 -0.202 -1.873
```

---

ORCA calculation (wB97M-V/def2-TZVPD) on C24H32FN3O3 in the gas phase.

## Properties
- HOMO (eV) = -8.0
- orbital gap (eV) = 8.6
- charge = 0
- largest force on an atom (eV Å⁻¹) = 0.85
- lowest unoccupied orbital energy (eV) = 0.6
- electronic energy (hartree) = -1423.6006
- energy above the lowest of the compared OMol25 structures with the same formula, charge and spin (kcal/mol) = 1.4
- SMILES = CCOC(=O)C1(C[C@H]2CCCCO2)CCN(Cc2cn[nH]c2-c2cccc(F)c2)CC1

```
63
C24H32FN3O3 wB97M-V/def2-TZVPD
C 1.141 3.955 -3.303
C 0.466 0.641 0.374
O -0.692 -1.431 3.190
H 1.758 2.367 0.520
H 3.895 2.899 -1.656
H -4.583 -0.692 0.787
H -3.154 -2.345 3.405
C 0.582 2.715 -3.552
H 2.012 -0.169 3.143
C -1.511 -1.328 4.355
H 3.392 -0.952 2.355
C -2.127 -1.028 -0.041
C 0.157 -0.657 1.126
C 2.951 2.845 -2.174
C -3.719 -0.193 -1.785
H -0.441 1.233 0.259
C 1.502 1.492 1.122
H -2.321 -0.120 0.554
H -3.891 0.740 -1.242
H 0.839 0.383 -0.616
C 2.447 -0.437 2.171
C 2.372 1.601 -2.420
C 2.990 0.367 -1.954
H -3.305 -0.585 3.432
H -1.187 -2.149 4.998
H -3.864 0.003 -2.848
C 1.173 1.541 -3.130
C -0.617 -0.357 2.405
H 0.688 0.599 -3.337
C -4.398 -1.583 0.166
H -2.094 -1.567 -2.120
O -1.135 0.700 2.666
H 4.680 0.403 1.016
C 3.947 -1.345 -0.942
H -3.578 -1.512 4.914
N 3.593 -1.780 -2.134
N 2.720 0.799 1.477
O -3.071 -2.017 0.343
C 3.598 0.006 -0.756
C -0.735 -1.590 0.283
C 1.475 -1.376 1.444
H 1.046 1.842 2.054
H -1.316 -0.369 4.846
N 3.003 -0.751 -2.728
H -0.888 -2.520 0.835
H -5.730 -0.906 -1.387
C -2.293 -0.674 -1.523
H 2.680 -0.833 -3.679
H -0.209 -1.834 -0.642
C -4.701 -1.255 -1.296
H 4.445 -1.997 -0.253
H 2.799 4.961 -2.412
C -2.987 -1.453 4.004
H 1.280 -2.249 2.067
H -1.575 0.100 -1.794
C 3.796 0.797 0.505
H 1.922 -1.716 0.508
H 0.645 4.848 -3.647
C 2.339 4.006 -2.610
H -5.027 -2.401 0.525
H 3.989 1.845 0.260
H -4.587 -2.162 -1.894
F -0.583 2.642 -4.230
```